{"formula": "C32H88N8O8", "method": "the ωB97M-V functional and the def2-TZVPD basis", "symbols": ["N", "H", "H", "N", "H", "C", "H", "H", "H", "H", "H", "H", "H", "H", "H", "O", "H", "H", "H", "H", "H", "H", "H", "C", "C", "C", "C", "H", "H", "H", "C", "H", "N", "N", "H", "H", "H", "H", "H", "C", "O", "C", "H", "C", "C", "H", "H", "C", "H", "H", "H", "H", "H", "C", "H", "H", "H", "C", "H", "H", "C", "O", "O", "C", "H", "H", "H", "H", "H", "O", "C", "H", "H", "N", "H", "C", "N", "H", "H", "C", "H", "H", "H", "H", "H", "O", "C", "H", "H", "C", "H", "H", "H", "H", "H", "H", "H", "O", "C", "H", "H", "H", "H", "H", "H", "C", "C", "N", "C", "H", "H", "H", "C", "H", "H", "C", "H", "O", "H", "N", "C", "C", "H", "H", "H", "C", "H", "H", "C", "C", "H", "C", "H", "H", "H", "H"], "positions_angstrom": [[3.155080, -7.304700, -1.421004], [3.474870, 3.697570, -0.874264], [3.616060, 1.230860, -0.825054], [5.433200, -1.430260, -0.373784], [-4.166310, -3.328980, 6.226596], [3.484950, 1.785080, 0.104336], [3.625530, -5.299430, -4.097684], [-2.214220, 2.805180, -2.955414], [-2.547310, -2.676610, 3.738456], [1.485650, -3.605900, 0.641766], [7.269900, -3.501440, -2.250134], [6.725950, 3.153220, 3.072166], [-7.523140, -2.736510, 1.170066], [2.052660, 0.454560, -2.287064], [5.963550, 1.801640, -3.889864], [3.288510, -4.499930, 0.012666], [5.510820, -3.629980, -1.845744], [2.778430, -3.508340, 1.762136], [-1.327720, 0.955230, -0.485054], [4.706180, -2.124600, -0.276614], [1.641480, -2.352580, -1.961544], [-3.518230, 0.731480, -2.267534], [1.896920, 4.086210, 3.449956], [-5.875120, -1.544980, -0.941344], [-5.982660, -1.374580, 0.602146], [6.460780, -3.150470, -1.609624], [1.531690, -0.462400, -2.562524], [-0.961720, 6.107320, 4.517616], [7.182140, -1.003420, -1.332244], [1.579440, -1.577700, -4.490154], [2.737600, -4.796710, -1.267214], [3.526860, -7.560590, -0.517464], [-0.264280, 6.637780, 4.015336], [-5.359260, 1.416580, -2.900114], [7.104460, 2.062470, 1.773416], [2.889170, -2.493550, 0.320486], [3.731250, -7.023740, -3.707154], [-2.536740, 1.060300, -4.848774], [1.848200, 2.966200, -0.681714], [4.920640, 2.012880, 0.635866], [5.279940, 0.273040, -2.829104], [-4.495480, -2.164410, 4.207956], [-3.267650, -1.614770, 2.489106], [-3.291580, 2.757890, -2.796784], [5.608480, -1.146460, -2.819534], [-2.268240, -0.499040, -0.796054], [-7.581890, -0.015290, 0.419496], [1.818460, -0.615410, -4.037414], [4.897580, -0.582720, -0.495794], [1.671960, 1.185790, 0.880436], [6.795140, 1.682980, -2.420324], [5.606560, 2.243170, -0.179354], [-6.865090, 2.672100, -0.095154], [-3.979500, 4.421620, -1.092514], [-3.759240, 3.457890, -3.489164], [-5.033060, -0.975480, -1.334674], [2.190850, -6.234940, -3.737564], [-0.527830, 4.882710, 2.072826], [-1.524710, -0.273150, 0.789036], [1.671160, -5.021950, -1.257744], [6.479400, 2.915550, 2.037366], [-5.691460, 1.017130, 0.485146], [-3.513070, 3.086930, -1.404294], [0.013260, -0.554980, -2.248164], [2.273450, -1.400990, -0.919974], [6.396630, -1.374050, -3.537264], [-1.089490, 5.532410, 1.401616], [-5.443870, -2.250380, 6.126726], [-5.596530, -2.539300, -1.290374], [-1.439010, 4.007430, 2.732476], [-1.388510, -0.113690, -0.280604], [0.732910, 4.339230, 4.725836], [-0.701980, -1.453650, 4.192996], [2.276140, -1.568210, -1.916024], [-0.461790, 0.397810, -2.481874], [0.449260, 5.716920, 3.088276], [2.646290, 0.996370, 1.067286], [6.801250, 3.837570, 1.553206], [-5.638540, 0.463080, -3.081594], [-1.814110, 2.693230, 2.247636], [1.160760, 6.300870, 2.504436], [1.376580, 0.165870, -4.655824], [-0.882890, 2.132220, 2.326336], [0.149610, 4.244180, 1.505846], [-6.414750, -3.400630, 0.475736], [5.087110, 2.818100, 1.767656], [-4.444600, -2.405000, 5.719726], [-4.251950, 1.347390, -5.245894], [2.844590, -0.356360, -4.298284], [6.356080, 1.057110, -3.197254], [-3.757880, -0.152160, -4.556124], [-2.499930, 2.203090, 2.938656], [-3.772200, -1.711470, 6.224696], [-6.744700, -1.377880, -1.576974], [-4.205360, 4.542640, -0.033054], [-5.475620, 1.620860, -1.917864], [-0.464360, -1.468980, -2.601124], [-0.156140, -0.639340, -0.780854], [-6.288110, 2.268710, 0.736996], [4.637740, -1.640470, -2.860734], [-2.256610, 2.702990, 1.251546], [2.793740, 1.445160, 1.959996], [2.794920, 3.661640, 0.734246], [-4.933840, 4.548650, -1.603594], [7.097180, 0.472350, -3.742154], [1.316240, 4.853470, 3.962036], [6.305610, -1.627020, -1.508074], [-6.514250, -2.693590, 1.190086], [3.233210, -6.087540, -3.454984], [-6.919210, 2.471100, 1.602366], [-3.194460, 5.165150, -1.230284], [-0.950650, -0.254380, 2.904256], [2.820170, 3.127180, -0.215384], [4.664410, -5.756800, -1.985174], [-0.610620, 7.233230, 3.276706], [-3.124250, -1.769500, 3.558486], [3.592250, -7.982830, -2.028554], [-2.618110, -0.571560, 4.145226], [6.886360, -3.512290, -0.673644], [-4.971900, -3.470980, 3.649516], [2.565230, -3.464940, 0.694076], [3.601310, -5.996750, -1.966514], [-0.906590, 0.299370, 4.522896], [2.934830, -3.962930, -1.941014], [-6.954970, 0.102290, 1.998586], [-3.565000, 0.919870, -4.515524], [5.336510, 1.029000, 0.852966], [-5.418460, 2.925520, 0.757356], [-1.235060, -0.544210, 3.915786], [-6.637030, -0.018050, 0.962956], [-4.997050, -1.440020, 1.063016], [-3.906730, 1.384760, -3.048814], [-5.286060, -3.278250, 2.709166], [-5.164980, -1.366800, 3.885966], [2.174360, 5.442450, 4.285806], [-5.785850, -3.693650, 4.204506]], "forces_ev_per_angstrom": [[1.0, 0.5, -0.3], [-0.2, 0.1, -0.2], [0.0, -0.3, -0.1], [-0.8, 0.8, -2.7], [0.3, -0.7, -1.3], [-0.2, 0.8, 0.9], [0.2, 0.1, 0.2], [0.1, -0.3, -0.2], [0.8, 0.3, -0.1], [-0.1, 0.2, -0.5], [-0.4, 0.4, -0.8], [-0.8, -0.4, 0.3], [-0.7, 0.7, 0.6], [-0.7, 0.3, 0.5], [0.0, 0.0, -0.3], [-0.7, 0.2, 0.2], [0.1, 0.0, 0.1], [0.4, -0.1, -0.1], [-0.5, 0.3, 0.2], [0.1, -1.1, 0.7], [0.1, -0.6, -0.3], [0.6, -0.4, -0.2], [-0.5, -0.5, -0.6], [1.0, 0.0, -0.3], [0.1, -1.9, -0.4], [1.7, 0.1, 0.2], [0.3, -1.2, -0.5], [-0.5, 0.2, -0.3], [0.3, -0.1, -0.3], [-0.1, -0.1, 0.3], [2.6, -1.3, -1.2], [0.0, 0.6, 0.4], [1.3, -0.3, -1.9], [0.7, 0.5, -0.3], [-0.4, -0.2, -0.3], [-0.4, 0.1, 0.2], [0.1, 0.1, -0.8], [0.0, 0.2, 0.3], [-0.1, 0.3, 0.2], [-0.2, -1.6, -0.4], [0.1, -3.3, 0.8], [0.8, -1.4, -0.5], [0.1, -0.1, -0.3], [-0.6, 0.3, 0.9], [-1.4, 2.9, 0.1], [0.0, -0.3, -0.1], [-0.1, 0.6, -0.5], [0.1, 1.0, -1.4], [0.2, 1.2, 0.8], [-0.3, -0.2, -0.3], [0.1, -0.5, 0.6], [-0.2, 1.1, -0.5], [-0.3, -0.5, -0.5], [0.1, -1.0, -0.1], [-0.2, 0.3, 0.1], [-0.2, 0.6, 0.0], [-0.2, 0.1, 0.6], [1.1, -0.8, 0.8], [0.5, -0.2, -0.1], [0.0, -0.3, 0.2], [0.4, 1.7, 0.5], [-2.6, -1.7, 1.6], [-0.2, 0.5, 0.3], [0.5, 1.0, 2.8], [-0.1, 0.4, 0.3], [-0.4, -0.1, -0.4], [0.1, 0.3, 0.0], [-0.1, 0.4, 0.0], [0.1, -0.5, 0.8], [-1.0, 0.4, 1.2], [0.4, 0.7, -1.0], [0.3, 0.3, 0.3], [-0.2, -0.1, 0.1], [-0.2, 0.5, 0.4], [-0.3, -0.2, -0.9], [-1.2, -1.3, 0.4], [1.2, 0.3, -0.6], [0.5, -0.2, -0.6], [-0.6, -0.1, 0.2], [1.5, 1.1, 0.3], [-0.5, 0.2, -0.5], [-0.9, 0.0, 0.1], [0.0, -0.6, -0.7], [0.3, 0.1, -0.5], [1.0, -0.2, -0.3], [0.0, -0.6, 0.0], [-0.1, 1.5, 1.0], [0.1, 0.4, 0.2], [0.5, -0.6, 0.6], [0.6, 1.6, -1.3], [0.1, -0.2, -0.1], [-0.1, 0.5, 0.2], [-0.2, 0.5, -0.1], [-0.4, 0.7, 0.6], [0.1, -0.8, 0.2], [-0.6, -0.2, 0.3], [0.0, 0.3, -0.8], [0.6, -0.6, -0.2], [1.2, 1.9, -1.0], [0.2, -0.3, -0.4], [0.2, 0.1, -0.2], [0.1, -0.1, 0.5], [-0.5, 0.2, -0.1], [0.2, 0.7, -0.4], [0.3, 0.2, 0.2], [0.9, -1.0, -0.5], [-0.4, -1.7, 2.4], [-1.1, 1.2, -0.6], [0.4, -0.5, -0.1], [0.3, -0.9, 0.5], [-0.2, 0.2, -0.8], [-0.2, -0.3, -0.5], [0.9, -0.4, 0.1], [0.2, -0.1, 0.8], [-1.3, 0.8, 0.9], [-1.9, -0.7, 1.1], [-0.2, -0.5, -0.2], [0.1, -1.6, -0.6], [-0.6, 0.0, 0.4], [1.1, 1.1, 0.0], [0.4, -0.8, 0.3], [-3.3, 1.1, 0.6], [0.5, -0.1, 0.2], [-0.2, 0.4, 0.0], [0.8, 0.1, 0.3], [-0.4, -0.6, 1.1], [-0.2, -0.7, 0.6], [-0.2, 0.3, 0.4], [0.4, 1.6, 0.7], [0.7, -1.1, -1.2], [0.4, 0.8, -0.5], [0.9, 0.5, -1.5], [-0.5, -0.3, -0.1], [-0.4, 0.3, 0.7], [-0.6, 0.3, 1.0], [-0.2, -0.3, -0.2]], "mulliken_charge": [-0.66, 0.47, -0.99, -0.07, 0.35, 2.01, 0.31, 0.34, 0.35, 0.38, 0.50, 0.29, 0.26, -0.43, 0.32, -0.43, 0.20, 0.30, 0.24, 0.25, 0.23, -0.60, 0.17, -1.11, 1.39, -1.49, 1.34, 0.32, 0.49, 0.42, -0.36, 0.24, -0.71, -0.75, 0.30, -0.42, 0.40, 0.35, 0.50, -1.11, -0.18, 1.07, 0.02, -1.16, -0.49, 0.29, 0.37, -1.88, -0.06, 0.08, 0.24, 0.45, 0.32, -1.10, 0.45, -0.24, 0.35, -0.26, -0.44, 0.66, -0.80, -0.08, 0.06, -0.85, -0.32, 0.50, 0.37, 0.38, 0.53, -0.45, -0.10, 0.31, 0.38, 0.36, 0.30, 0.12, -0.44, 0.32, 0.35, -0.16, 0.40, 0.43, 0.11, -0.03, 0.22, -0.39, -1.53, 0.41, 0.33, -0.81, 0.41, 0.30, 0.36, 0.42, 0.27, 0.15, 0.26, -0.28, -0.63, 0.04, 0.07, 0.37, 0.26, 0.47, 0.40, -1.22, 0.34, -0.74, -1.43, 0.41, 0.27, -0.17, -1.74, 0.12, 0.29, -0.56, 0.29, -0.33, 0.46, -0.84, 0.02, 0.44, 0.31, -0.02, 0.46, -1.73, 0.53, -0.07, -0.36, -0.81, -0.78, 1.93, 0.36, 0.00, 0.39, 0.28], "charge": 1, "s2": 0.755, "e_tot_ha": -2311.3555, "spin_multiplicity": 2}